Model a:
ORCA calculation (ωB97M-V/def2-TZVPD) on C2H6N2OS in the gas phase.

XYZ file:
```
12
Properties=species:S:1:pos:R:3:lowdin_charge:R:1
C 0.385 -0.017 0.037 -0.853
C -0.570 -1.090 0.525 -0.239
H -1.971 0.472 -0.193 0.101
H -1.769 1.909 0.861 0.086
H 0.515 1.826 -0.405 0.084
H -0.916 -0.838 1.590 0.155
H 0.010 -2.015 0.614 0.099
H -1.441 -1.328 -1.356 0.167
N -1.537 1.483 -0.046 0.023
N -0.150 1.223 0.004 -0.129
O -1.719 -1.308 -0.352 -0.135
S 2.015 -0.116 -0.086 0.641
```

SMILES = NNC(=S)CO
Spin multiplicity = 1
Highest occupied orbital energy = -8.6 eV
Total charge = 0



Model b:
ORCA calculation (ωB97M-V/def2-TZVPD) on a molecular structure, C2H6N2OS.

XYZ file:
```
12
Properties=species:S:1:pos:R:3:lowdin_charge:R:1
C -1.970 -0.780 -0.078 -0.202
C 0.641 1.284 -0.264 -0.303
H -1.620 -2.053 -0.411 0.152
H -2.518 -0.185 -1.128 0.143
H -2.542 -0.595 1.226 0.164
H 0.681 2.443 -0.319 0.144
H 2.672 1.255 0.297 0.109
H 1.954 -1.484 1.036 -0.078
N -0.597 0.850 -0.211 -0.023
N 1.780 0.681 0.181 -0.427
O -0.630 -0.491 -0.053 -0.402
S 2.148 -0.926 -0.278 0.724
```

Spin multiplicity = 1
Highest occupied orbital energy = -8.5 eV
Total charge = 0



Which of them is the most stable, and which is the least stable? model a and model b, in that order.



Model a:
ORCA calculation (ωB97M-V/def2-TZVPD) on C2H6N2OS in the gas phase.

XYZ file:
```
12
Properties=species:S:1:pos:R:3:lowdin_charge:R:1
C 0.818 1.894 0.225 -0.115
C 0.808 -0.653 -0.004 -0.609
H 0.115 2.398 -0.451 0.060
H 0.332 1.767 1.203 0.080
H 1.669 2.547 0.356 0.073
H 2.149 0.600 -0.831 0.136
H -0.703 -1.714 0.716 0.081
H -1.992 -0.562 -1.303 -0.129
N 1.263 0.606 -0.340 0.002
N -0.510 -0.733 0.551 -0.367
O 1.543 -1.634 -0.070 0.036
S -1.809 0.092 -0.121 0.753
```

SMILES = CNC(=O)NS
Spin multiplicity = 1
Highest occupied orbital energy = -9.5 eV
Total charge = 0



Model b:
ORCA calculation (ωB97M-V/def2-TZVPD) on a molecular structure, C2H6N2OS.

XYZ file:
```
12
Properties=species:S:1:pos:R:3:lowdin_charge:R:1
C 1.099 0.291 -0.483 -0.274
C -0.387 0.203 -0.918 -0.438
N -1.073 -1.273 1.033 -0.108
N 1.054 1.398 0.545 -0.288
O 1.788 1.244 1.473 -0.044
S -1.073 0.801 0.679 0.893
H 1.495 -0.620 -0.067 0.101
H 1.722 0.566 -1.297 0.092
H -0.357 0.934 -1.729 0.076
H -0.912 -0.669 -1.295 0.066
H -1.693 -1.423 0.267 -0.044
H -1.664 -1.451 1.792 -0.031
```

Spin multiplicity = 1
Highest occupied orbital energy (alpha / beta) = -8.2 / -8.2 eV
Total charge = 0



Model c:
ORCA calculation (ωB97M-V/def2-TZVPD) on C2H6N2OS in the gas phase.

XYZ file:
```
12
Properties=species:S:1:pos:R:3:lowdin_charge:R:1
C -1.114 0.821 0.537 -0.246
C -0.802 -0.568 0.054 -0.549
H -1.158 1.556 -1.227 0.112
H -0.537 0.844 1.473 0.112
H -2.198 0.816 0.766 0.122
H -2.578 -1.159 0.243 0.064
H 0.606 -1.746 -0.763 0.092
H 2.004 0.933 -0.710 -0.129
N -1.633 -1.534 -0.066 0.111
N 0.469 -0.797 -0.414 -0.403
O -0.715 1.804 -0.392 -0.063
S 1.827 -0.054 0.198 0.776
```

SMILES = [H]/N=C(\CO)NS
Spin multiplicity = 1
Highest occupied orbital energy = -9.3 eV
Total charge = 0



Which of them is the most stable, and which is the least stable? model a and model b, in that order.